Entry i
C27H76N4O11 | ωB97M-V/def2-TZVPD

As for the spin multiplicity: 1. The value obtained for the lowest unoccupied orbital energy is 0.09 eV. For the HOMO energy, the calculation gives -8.401 eV.

Each atom is followed by the atoms it is bonded to, with distances in Å.
Positions of all 118 atoms, in Å:
1 N -3.40 0.51 -1.55  C2 1.335, H5 0.953, H6 1.025
2 C -4.25 1.50 -1.25  N1 1.335, N3 1.341, O4 1.403
3 N -3.71 2.38 -0.41  C2 1.341, H7 1.088, H8 1.031
4 O -5.52 1.58 -1.84  C2 1.403
5 H -3.57 0.01 -2.34  N1 0.953
6 H -2.49 0.35 -1.09  N1 1.025
7 H -4.25 3.33 -0.32  N3 1.088
8 H -2.68 2.38 -0.32  N3 1.031
9 N -2.05 1.35 -4.35  C10 1.299, H13 1.065, H14 1.063
10 C -1.66 0.16 -4.68  N9 1.299, N11 1.266, O12 1.411
11 N -1.46 0.06 -5.92  C10 1.266, H15 1.014, H16 1.070
12 O -1.63 -0.91 -3.76  C10 1.411
13 H -2.21 1.40 -3.30  N9 1.065
14 H -1.86 2.20 -4.96  N9 1.063
15 H -1.45 -0.89 -6.29  N11 1.014
16 H -1.51 0.85 -6.64  N11 1.070
17 C -1.45 -0.43 1.31  C18 1.520, H21 1.133, H22 1.116, H23 1.116
18 C -0.69 -0.69 0.02  C17 1.520, C19 1.538, O20 1.234, H24 1.117
19 C -1.12 -2.00 -0.68  C18 1.538, H25 1.056, H26 1.092, H27 1.100
20 O -0.91 0.12 -0.88  C18 1.234, H28 1.014
21 H -1.26 -1.35 1.95  C17 1.133
22 H -2.55 -0.52 1.18  C17 1.116
23 H -1.12 0.50 1.84  C17 1.116
24 H 0.38 -0.66 0.31  C18 1.117
25 H -0.80 -2.20 -1.67  C19 1.056
26 H -2.20 -1.89 -0.83  C19 1.092
27 H -0.89 -2.91 -0.11  C19 1.100
28 H -0.18 0.03 -1.57  O20 1.014
29 C -2.42 2.35 3.36  C30 1.523, H33 1.073, H34 1.103, H35 1.076
30 C -2.96 3.67 2.83  C29 1.523, C31 1.526, O32 1.232, H36 1.054
31 C -4.40 3.93 3.27  C30 1.526, H37 1.117, H38 1.112, H39 1.051
32 O -2.28 4.65 3.13  C30 1.232, H40 0.951
33 H -1.35 2.31 3.22  C29 1.073
34 H -2.98 1.56 2.83  C29 1.103
35 H -2.59 2.35 4.42  C29 1.076
36 H -2.98 3.68 1.77  C30 1.054
37 H -4.43 3.80 4.38  C31 1.117
38 H -5.18 3.23 2.92  C31 1.112
39 H -4.74 4.88 2.96  C31 1.051
40 H -2.59 5.39 2.63  O32 0.951
41 C 3.58 0.25 3.21  C42 1.475, H45 1.039, H46 1.111, H47 1.111
42 C 2.48 0.41 2.25  C41 1.475, C43 1.515, O44 1.248, H48 1.052
43 C 1.88 1.78 1.96  C42 1.515, H49 1.053, H50 1.062, H51 1.090
44 O 2.69 -0.07 1.11  C42 1.248, H52 0.982
45 H 3.64 -0.74 3.51  C41 1.039
46 H 3.31 0.87 4.10  C41 1.111
47 H 4.52 0.66 2.80  C41 1.111
48 H 1.74 -0.27 2.55  C42 1.052
49 H 2.56 2.43 1.48  C43 1.053
50 H 1.73 2.21 2.92  C43 1.062
51 H 0.89 1.95 1.55  C43 1.090
52 H 3.56 0.20 0.74  O44 0.982
53 C 1.50 -3.12 2.37  C54 1.561, H57 1.094, H58 1.067, H59 1.156
54 C 3.04 -3.35 2.22  C53 1.561, C55 1.518, O56 1.207, H60 1.101
55 C 3.27 -4.78 1.78  C54 1.518, H61 1.058, H62 1.056, H63 1.049
56 O 3.59 -2.58 1.48  C54 1.207, H64 0.977
57 H 1.05 -2.52 1.58  C53 1.094
58 H 1.42 -2.51 3.25  C53 1.067
59 H 0.90 -4.10 2.45  C53 1.156
60 H 3.55 -3.27 3.20  C54 1.101
61 H 4.17 -4.74 1.22  C55 1.058
62 H 2.51 -5.07 1.10  C55 1.056
63 H 3.34 -5.43 2.60  C55 1.049
64 H 3.09 -1.75 1.39  O56 0.977
65 C -1.28 4.07 -1.95  C66 1.526, H69 1.074, H70 1.068, H71 1.104
66 C -0.54 3.43 -0.78  C65 1.526, C67 1.528, O68 1.233, H72 1.102
67 C 0.88 3.96 -0.57  C66 1.528, H73 1.054, H74 1.129, H75 1.099
68 O -1.20 3.47 0.26  C66 1.233, H76 0.966
69 H -2.19 4.48 -1.55  C65 1.074
70 H -1.71 3.41 -2.67  C65 1.068
71 H -0.64 4.80 -2.48  C65 1.104
72 H -0.44 2.34 -0.92  C66 1.102
73 H 0.99 4.98 -0.32  C67 1.054
74 H 1.37 3.63 -1.53  C67 1.129
75 H 1.38 3.55 0.31  C67 1.099
76 H -0.79 2.99 0.98  O68 0.966
77 C -0.74 -4.16 -4.31  C78 1.538, H81 1.118, H82 1.095, H83 1.106
78 C -1.21 -3.77 -5.72  C77 1.538, C79 1.504, O80 1.238, H84 1.051
79 C -2.66 -3.39 -5.82  C78 1.504, H85 1.076, H86 1.106, H87 1.076
80 O -0.72 -2.81 -6.33  C78 1.238, H88 0.992
81 H -1.28 -5.12 -4.14  C77 1.118
82 H -1.03 -3.51 -3.47  C77 1.095
83 H 0.32 -4.47 -4.35  C77 1.106
84 H -1.04 -4.55 -6.40  C78 1.051
85 H -2.91 -2.37 -5.58  C79 1.076
86 H -3.20 -4.18 -5.26  C79 1.106
87 H -2.89 -3.59 -6.85  C79 1.076
88 H 0.24 -2.89 -6.13  O80 0.992
89 C 0.29 1.52 7.10  C90 1.517, H93 1.123, H94 1.138, H95 1.075
90 C 0.69 1.61 5.64  C89 1.517, C91 1.546, O92 1.262, H96 1.087
91 C -0.07 0.49 4.89  C90 1.546, H97 1.055, H98 1.130, H99 1.082
92 O 0.28 2.64 5.03  C90 1.262, H100 0.957
93 H -0.77 1.78 7.37  C89 1.123
94 H 0.92 2.26 7.69  C89 1.138
95 H 0.46 0.48 7.31  C89 1.075
96 H 1.77 1.51 5.55  C90 1.087
97 H 0.19 0.63 3.88  C91 1.055
98 H -1.19 0.64 4.96  C91 1.130
99 H 0.22 -0.51 5.15  C91 1.082
100 H -0.26 3.16 5.63  O92 0.957
101 C 3.83 -2.31 -3.07  C102 1.528, H105 1.092, H106 1.124, H107 1.035
102 C 3.47 -2.94 -1.72  C101 1.528, C103 1.564, O104 1.285, H108 1.094
103 C 1.93 -2.81 -1.48  C102 1.564, H109 1.104, H110 1.115, H111 1.052
104 O 3.75 -4.19 -1.69  C102 1.285, H112 1.014
105 H 4.91 -2.18 -3.07  C101 1.092
106 H 3.36 -1.29 -3.16  C101 1.124
107 H 3.55 -2.89 -3.88  C101 1.035
108 H 4.02 -2.51 -0.87  C102 1.094
109 H 1.64 -1.81 -1.10  C103 1.104
110 H 1.38 -3.54 -0.85  C103 1.115
111 H 1.40 -2.76 -2.38  C103 1.052
112 H 4.28 -4.26 -0.83  O104 1.014
113 C 2.20 0.78 -1.86  O114 1.374, H115 1.079, H116 1.116, H117 1.132
114 O 1.19 0.35 -2.69  C113 1.374, H118 0.976
115 H 2.70 1.65 -2.25  C113 1.079
116 H 3.08 0.12 -1.70  C113 1.116
117 H 1.84 1.14 -0.85  C113 1.132
118 H 1.62 0.39 -3.56  O114 0.976

Mulliken atomic charge list, values in e, 4 entries:
1 N -0.1500
2 C 0.1045
3 N 0.2746
4 O -0.7928

Entry ii
C27H76N4O11 | ωB97M-V/def2-TZVPD

As for the spin multiplicity: 1. The value obtained for the lowest unoccupied orbital energy is 0.01 eV. For the HOMO energy, the calculation gives -8.722 eV.

Each atom is followed by the atoms it is bonded to, with distances in Å.
Positions of all 118 atoms, in Å:
1 N 19.16 -9.48 -13.19  C2 1.315, H5 0.978, H6 1.005
2 C 18.65 -8.45 -12.56  N1 1.315, N3 1.310, O4 1.440
3 N 18.55 -8.60 -11.27  C2 1.310, H7 1.014, H8 1.027
4 O 17.92 -7.50 -13.36  C2 1.440
5 H 19.24 -9.43 -14.17  N1 0.978
6 H 19.73 -10.15 -12.71  N1 1.005
7 H 18.27 -7.77 -10.77  N3 1.014
8 H 18.29 -9.54 -10.93  N3 1.027
9 N 15.63 -4.35 -14.39  C10 1.308, H13 1.058, H14 1.024
10 C 14.90 -5.41 -14.63  N9 1.308, N11 1.289, O12 1.420
11 N 15.54 -6.51 -14.45  C10 1.289, H15 1.025, H16 1.007
12 O 13.52 -5.50 -14.98  C10 1.420
13 H 15.17 -3.40 -14.42  N9 1.058
14 H 16.60 -4.45 -14.05  N9 1.024
15 H 14.78 -7.19 -14.54  N11 1.025
16 H 16.40 -6.80 -14.02  N11 1.007
17 C 10.88 -9.57 -9.41  C18 1.522, H21 1.129, H22 1.116, H23 1.122
18 C 11.98 -8.58 -9.78  C17 1.522, C19 1.528, O20 1.271, H24 1.046
19 C 11.42 -7.16 -9.61  C18 1.528, H25 1.045, H26 1.071, H27 1.128
20 O 13.11 -8.79 -9.24  C18 1.271, H28 0.963
21 H 11.19 -10.64 -9.55  C17 1.129
22 H 10.06 -9.40 -10.15  C17 1.116
23 H 10.47 -9.32 -8.40  C17 1.122
24 H 12.15 -8.58 -10.81  C18 1.046
25 H 10.62 -6.84 -10.20  C19 1.045
26 H 12.18 -6.41 -9.70  C19 1.071
27 H 10.98 -7.15 -8.58  C19 1.128
28 H 13.71 -8.06 -9.43  O20 0.963
29 C 19.92 -6.49 -8.25  C30 1.474, H33 1.089, H34 1.059, H35 1.123
30 C 18.65 -7.21 -8.39  C29 1.474, C31 1.466, O32 1.242, H36 1.111
31 C 17.73 -7.15 -7.24  C30 1.466, H37 1.104, H38 1.113, H39 1.070
32 O 18.03 -6.76 -9.37  C30 1.242, H40 0.939
33 H 19.81 -5.53 -7.75  C29 1.089
34 H 20.51 -6.31 -9.11  C29 1.059
35 H 20.56 -7.18 -7.63  C29 1.123
36 H 18.79 -8.28 -8.64  C30 1.111
37 H 18.29 -7.49 -6.35  C31 1.104
38 H 16.87 -7.84 -7.38  C31 1.113
39 H 17.26 -6.21 -7.05  C31 1.070
40 H 18.34 -5.88 -9.51  O32 0.939
41 C 13.51 -10.72 -12.27  C42 1.504, H45 1.099, H46 1.035, H47 1.105
42 C 13.47 -12.12 -12.83  C41 1.504, C43 1.472, O44 1.262, H48 1.011
43 C 12.16 -12.62 -13.28  C42 1.472, H49 1.121, H50 1.084, H51 1.092
44 O 14.31 -12.23 -13.77  C42 1.262, H52 0.951
45 H 13.12 -10.66 -11.25  C41 1.099
46 H 12.94 -10.12 -12.91  C41 1.035
47 H 14.57 -10.40 -12.25  C41 1.105
48 H 13.82 -12.76 -12.13  C42 1.011
49 H 11.85 -12.14 -14.25  C43 1.121
50 H 11.42 -12.40 -12.52  C43 1.084
51 H 12.10 -13.69 -13.46  C43 1.092
52 H 15.13 -12.09 -13.32  O44 0.951
53 C 19.73 -5.46 -11.78  C54 1.550, H57 1.078, H58 1.024, H59 1.070
54 C 18.70 -4.40 -11.29  C53 1.550, C55 1.497, O56 1.288, H60 1.054
55 C 17.37 -4.76 -11.90  C54 1.497, H61 1.099, H62 1.135, H63 1.076
56 O 18.67 -4.21 -10.02  C54 1.288, H64 0.994
57 H 19.65 -6.33 -11.16  C53 1.078
58 H 20.68 -5.09 -11.84  C53 1.024
59 H 19.48 -5.65 -12.81  C53 1.070
60 H 19.02 -3.51 -11.74  C54 1.054
61 H 16.59 -3.99 -11.97  C55 1.099
62 H 17.00 -5.67 -11.34  C55 1.135
63 H 17.53 -5.05 -12.92  C55 1.076
64 H 17.76 -3.96 -9.71  O56 0.994
65 C 12.73 -3.19 -9.62  C66 1.508, H69 1.108, H70 1.086, H71 1.092
66 C 13.50 -3.77 -10.78  C65 1.508, C67 1.503, O68 1.208, H72 1.129
67 C 12.64 -4.30 -11.90  C66 1.503, H73 1.084, H74 1.139, H75 1.098
68 O 14.39 -3.05 -11.17  C66 1.208, H76 0.927
69 H 11.99 -3.90 -9.20  C65 1.108
70 H 12.22 -2.31 -9.98  C65 1.086
71 H 13.36 -2.95 -8.76  C65 1.092
72 H 13.95 -4.72 -10.39  C66 1.129
73 H 13.17 -4.74 -12.73  C67 1.084
74 H 12.08 -3.43 -12.35  C67 1.139
75 H 11.82 -4.89 -11.45  C67 1.098
76 H 14.23 -2.69 -12.01  O68 0.927
77 C 17.24 -3.69 -6.83  C78 1.545, H81 1.153, H82 1.085, H83 1.105
78 C 16.09 -3.52 -7.85  C77 1.545, C79 1.517, O80 1.271, H84 1.081
79 C 16.11 -2.06 -8.28  C78 1.517, H85 1.094, H86 1.150, H87 1.085
80 O 16.17 -4.23 -8.89  C78 1.271, H88 0.927
81 H 16.84 -4.47 -6.08  C77 1.153
82 H 17.44 -2.83 -6.20  C77 1.085
83 H 18.12 -3.92 -7.44  C77 1.105
84 H 15.12 -3.74 -7.44  C78 1.081
85 H 15.84 -1.44 -7.43  C79 1.094
86 H 15.34 -1.87 -9.12  C79 1.150
87 H 17.01 -1.71 -8.77  C79 1.085
88 H 15.61 -3.91 -9.56  O80 0.927
89 C 16.15 -10.00 -9.69  C90 1.522, H93 1.101, H94 1.097, H95 1.092
90 C 16.96 -11.26 -9.97  C89 1.522, C91 1.480, O92 1.212, H96 1.113
91 C 16.22 -12.41 -10.54  C90 1.480, H97 1.083, H98 1.081, H99 1.081
92 O 17.88 -11.18 -10.76  C90 1.212, H100 0.967
93 H 15.66 -10.05 -8.71  C89 1.101
94 H 15.25 -9.90 -10.31  C89 1.097
95 H 16.72 -9.09 -9.50  C89 1.092
96 H 17.49 -11.52 -9.03  C90 1.113
97 H 16.73 -13.36 -10.48  C91 1.083
98 H 15.90 -12.23 -11.56  C91 1.081
99 H 15.34 -12.45 -9.93  C91 1.081
100 H 18.46 -11.96 -10.79  O92 0.967
101 C 12.15 -5.55 -6.24  C102 1.495, H105 1.142, H106 1.079, H107 1.115
102 C 13.41 -6.00 -5.57  C101 1.495, C103 1.542, O104 1.214, H108 1.076
103 C 14.30 -6.62 -6.67  C102 1.542, H109 1.092, H110 1.107, H111 1.154
104 O 14.22 -5.22 -5.13  C102 1.214, H112 0.924
105 H 11.87 -6.54 -6.76  C101 1.142
106 H 12.23 -4.92 -7.11  C101 1.079
107 H 11.50 -5.20 -5.41  C101 1.115
108 H 13.20 -6.65 -4.74  C102 1.076
109 H 14.35 -5.92 -7.51  C103 1.092
110 H 13.81 -7.46 -7.20  C103 1.107
111 H 15.39 -6.85 -6.38  C103 1.154
112 H 14.67 -5.46 -4.36  O104 0.924
113 C 15.08 -7.40 -11.21  O114 1.410, H115 1.145, H116 1.041, H117 1.028
114 O 15.01 -7.02 -9.85  C113 1.410, H118 0.954
115 H 16.12 -7.67 -11.61  C113 1.145
116 H 14.78 -6.61 -11.82  C113 1.041
117 H 14.40 -8.11 -11.49  C113 1.028
118 H 15.77 -6.54 -9.53  O114 0.954

Mulliken atomic charge list, values in e, 4 entries:
1 N -0.3372
2 C 0.2016
3 N 0.1207
4 O -0.7981

On energetic grounds, entry ii is preferred over the next structure by 34.4 kJ/mol.